(1)
Computed, not measured: a single C5H7NOS molecule, with ωB97M-V/def2-TZVPD.

```
15
Properties=species:S:1:pos:R:3:forces:R:3
C 0.4644 -0.5301 0.0210 0.162 0.885 1.485
C -0.3867 0.4568 -0.3943 0.311 -1.422 -2.886
C -1.1107 0.9634 0.7727 -2.092 1.242 0.179
C 0.4133 -0.5735 1.5293 -0.562 0.238 0.972
C -0.6364 0.7257 -1.7955 0.997 0.720 1.016
H 1.4130 -1.1011 -1.6812 -0.070 -0.270 1.351
H 1.9292 -1.8892 -0.1236 -0.087 0.101 -0.397
H -0.9138 2.0265 0.9583 0.282 -0.007 0.244
H -2.2041 0.9125 0.6041 0.304 -0.053 0.203
H 0.3472 -1.5914 1.9530 -0.003 0.362 -0.224
H 1.2861 -0.0578 1.9905 -0.245 -0.337 -0.401
H -1.3377 1.5507 -1.9303 -0.276 -0.255 -0.254
N 1.3460 -1.2418 -0.6369 0.587 -0.488 -1.663
O -0.7918 0.1591 1.8921 1.259 -0.748 -0.647
S 0.1820 0.1901 -3.1593 -0.568 0.033 1.021
```
Forces are in eV/Å.

Summary:
2S+1: 1
Kohn-Sham gap, eV: 8.0
DFT total energy, eV: -19670.1479
Structure (SMILES): NC1=C(C=S)COC1

***

(2)
Computed, not measured: a molecular structure, C5H7NS, with ωB97M-V/def2-TZVPD.

```
14
Properties=species:S:1:pos:R:3:forces:R:3
C 0.7286 -0.7222 -0.1479 0.287 -0.046 0.232
C -0.3808 -0.4084 0.9005 1.743 1.369 0.005
C -0.4483 -0.1280 -1.0058 2.153 0.689 -5.117
C -0.3499 1.3992 -0.5517 -1.312 -1.611 -1.229
C -0.2981 1.1712 0.7368 -0.863 1.247 3.395
H 2.9953 -1.0252 0.3025 -0.185 0.940 -0.360
H 0.7401 -1.8189 -0.1212 0.719 0.293 -0.835
H -0.3704 -0.9610 1.8261 -0.177 0.390 0.535
H -2.2763 -0.5348 0.0523 1.876 -0.288 -1.054
H -0.5921 -0.4208 -2.1164 0.526 0.930 1.573
H -0.5676 2.2384 -1.2159 0.587 -0.159 0.580
H -0.2914 1.9080 1.6053 0.086 -1.112 -1.347
N -1.2646 -0.8393 -0.1613 -4.885 -0.777 3.265
S 2.3756 0.1416 -0.1032 -0.554 -1.867 0.358
```
Forces are in eV/Å.

Summary:
2S+1: 1
Kohn-Sham gap, eV: 9.9
DFT total energy, eV: -17620.2392

***

(3)
Computed, not measured: a single C5H7NS molecule, with ωB97M-V/def2-TZVPD.

```
14
Properties=species:S:1:pos:R:3:forces:R:3
C -1.1417 -1.6602 0.7915 0.318 0.840 -0.874
C -0.6836 -0.4094 0.7209 -0.116 -0.854 -0.158
C 1.0051 1.0194 -0.2592 -0.271 -0.519 0.732
C 1.7766 1.0212 0.8229 -0.397 -0.027 -0.682
C -0.6953 0.1391 -1.6896 -0.046 -0.264 0.788
H -1.1708 -2.3302 -0.0591 0.123 0.149 0.092
H -1.5689 -2.0045 1.6980 -0.256 -0.223 0.739
H -0.6789 0.2425 1.5781 -0.014 0.117 0.199
H 1.1929 1.6617 -1.0850 0.197 0.408 -0.544
H 1.6303 0.3700 1.6504 -0.169 -0.414 0.466
H 2.6117 1.6752 0.8588 0.516 0.479 0.008
H -0.1436 0.7481 -2.3795 0.299 0.326 -0.323
N -0.1398 0.2097 -0.4334 -0.186 -0.009 -0.486
S -1.9938 -0.6828 -2.2147 0.003 -0.007 0.042
```
Forces are in eV/Å.

Summary:
2S+1: 1
Kohn-Sham gap, eV: 8.8
DFT total energy, eV: -17622.1575
Structure (SMILES): C=CN(C=C)C=S

***

(4)
Computed, not measured: a single C5H7NS2 molecule, with ωB97M-V/def2-TZVPD.

```
15
Properties=species:S:1:pos:R:3:forces:R:3
C 2.6697 0.0912 0.0384 0.242 0.511 -0.050
C 1.1906 0.1969 0.0618 -0.901 -0.863 -0.035
C 0.2762 -0.7901 0.0327 -0.406 -0.258 0.510
C -1.1460 -0.3248 -0.0009 1.031 0.750 -0.063
C 0.6358 1.5593 0.1341 -0.425 0.671 -0.228
H 2.8709 -1.8273 0.6584 0.392 0.333 -0.311
H 2.7885 -1.6916 -0.9548 0.549 0.596 0.724
H 3.0372 0.5853 0.9719 0.090 -0.437 -0.683
H 2.9939 0.7260 -0.8186 0.096 -0.341 0.569
H 0.4821 -1.8794 0.1614 -0.199 1.089 -0.443
H 0.8706 1.9927 1.1068 -0.050 0.110 0.068
H 1.0527 2.2038 -0.6306 0.197 0.205 -0.140
N 3.2131 -1.2411 -0.1157 -0.637 -1.027 -0.185
S -2.4928 -1.2073 0.0285 -0.147 -0.283 -0.020
S -1.1538 1.4687 -0.1085 0.167 -1.057 0.289
```
Forces are in eV/Å.

Summary:
2S+1: 1
Kohn-Sham gap, eV: 8.3
DFT total energy, eV: -28458.4794
Structure (SMILES): NCC1=CC(=S)SC1

***

> DFT total energy of number 1 (C5H7NOS)?

-19670.1479 eV